[1]
22
Properties=species:S:1:pos:R:3:forces:R:3:nbo_charge:R:1 method="wB97M-V/def2-TZVPD" de_lowest_ev=0.696 gap_ev="7.077 / 7.094" fmax_ha_per_bohr=0.01876 e_tot_ev=-37390.1144 homo_ha="-0.3321 / -0.3327"
C 2.005089 -0.701090 0.496867 0.1051 0.2506 -0.0877 -0.398
C 1.346502 0.437223 1.270061 -0.0900 -0.2800 0.0826 -0.392
C 1.663456 -0.606018 -0.986355 -0.0284 -0.2417 0.0966 -0.390
C -0.167072 0.392938 1.083253 0.0860 0.3002 -0.0487 -0.421
C 0.152346 -0.645772 -1.185565 0.0251 0.1595 -0.1618 -0.421
C -0.516404 0.479003 -0.399128 -0.5604 -0.0663 0.0884 -0.492
P -2.359113 0.326398 -0.631453 0.4334 -0.8247 0.2510 0.569
S -3.323487 -2.439775 0.368455 0.2945 0.8430 -0.2859 -0.200
S -3.096971 2.181141 -0.033117 -0.1132 0.3206 0.0606 -0.280
H 3.086004 -0.669446 0.631563 0.0727 -0.0659 0.0443 0.209
H 1.646629 -1.655986 0.888817 0.0328 -0.0715 0.0339 0.198
H 1.589564 0.360311 2.330685 0.0327 0.0782 0.0313 0.211
H 1.727126 1.394590 0.905907 0.0539 0.0683 0.0353 0.194
H 2.059930 0.328536 -1.392567 0.0445 0.0110 -0.0464 0.194
H 2.127968 -1.430290 -1.531045 0.0274 0.0468 -0.0585 0.212
H -0.560035 -0.545962 1.482494 -0.0502 -0.0469 0.0747 0.210
H -0.637619 1.218287 1.625867 -0.0390 -0.0908 0.0060 0.217
H -0.091780 -0.557076 -2.248350 -0.0145 -0.0627 0.0123 0.210
H -0.240200 -1.604288 -0.833176 -0.0157 -0.0627 -0.0277 0.217
H -0.208807 1.456081 -0.797647 -0.0316 -0.1165 0.0348 0.220
H -2.362991 0.587751 -2.005164 -0.1502 -0.1027 -0.2953 -0.024
H -3.840127 1.693443 0.959593 -0.1149 -0.0458 0.1604 0.156



[2]
116
Properties=species:S:1:pos:R:3:forces:R:3:mulliken_charge:R:1 method="wB97M-V/def2-TZVPD" total_charge=+1 gap_ev="4.708 / 4.709" fmax_ha_per_bohr=0.01657 e_tot_ev=-172148.2384 homo_ha="-0.3107 / -0.3107"
Zr 0.291518 -1.306092 0.622994 0.1455 0.3646 0.0989 -0.984
C 0.878857 -1.896621 7.301292 -0.0346 0.0202 -0.0115 -0.792
C -0.353833 -1.222085 7.321447 0.0365 -0.0280 -0.0212 -0.713
C -1.067433 -0.990926 6.160022 -0.0134 -0.0262 0.0150 -0.262
C -0.504439 -1.438390 4.970057 -0.0211 0.0827 0.0180 0.196
C -0.956805 -1.363975 3.594438 -0.0534 -0.0146 -0.0605 -0.026
N 0.013606 -1.908870 2.757305 0.0984 0.0470 0.0859 0.150
C 0.981164 -2.441144 3.565168 -0.2041 0.0226 -0.0614 -0.315
N 1.970366 -3.239537 3.215102 0.0454 -0.0517 -0.0677 -0.299
C 2.154451 -3.623145 1.975897 0.0463 0.1146 0.0013 -0.305
C 3.120659 -4.654067 1.620776 -0.0153 -0.0387 0.1285 -0.029
C 3.985875 -5.412213 2.394997 0.0173 0.0378 0.0111 -0.173
C 4.744923 -6.366557 1.739132 0.0012 -0.0083 -0.0564 -0.688
C 4.629075 -6.563771 0.356053 0.0046 0.0070 0.0509 -0.711
C 3.752972 -5.811112 -0.407625 0.0400 0.0359 -0.0266 -0.141
C 3.009155 -4.845541 0.254124 -0.0417 -0.0808 -0.0640 0.139
C 1.974507 -3.932551 -0.208257 0.0441 0.1361 0.0043 -0.309
N 1.587226 -3.887928 -1.454721 0.0437 0.0043 0.0389 -0.461
C 0.507432 -3.226514 -1.832333 -0.2185 -0.0772 0.1609 0.100
N -0.398716 -2.599112 -1.017806 0.2419 0.0629 -0.3671 -0.108
C -1.484067 -2.254308 -1.805163 -0.2341 0.0175 0.0281 -0.082
N -2.598593 -1.701083 -1.407153 0.1616 -0.0489 -0.0456 -0.326
C -2.809141 -1.336160 -0.155029 -0.1109 -0.0258 0.1625 -0.305
N -1.923383 -1.399573 0.897708 -0.1633 0.2765 -0.1036 0.334
C -2.592878 -0.962879 2.017975 0.0291 -0.1755 -0.1725 -0.071
N -2.133918 -0.917967 3.259750 0.1274 0.0274 0.0194 -0.312
C -3.930574 -0.566864 1.665380 0.0666 0.0441 0.1158 0.024
C -4.974665 -0.025416 2.416910 -0.0744 -0.0020 0.0032 -0.308
C -6.143409 0.275935 1.751375 0.0266 -0.0142 0.0183 -0.731
C -6.284305 0.033806 0.369672 0.0292 -0.0196 -0.0173 -0.892
C -5.257291 -0.511732 -0.370056 -0.0616 0.0095 0.0193 0.140
C -4.067494 -0.800657 0.300231 0.0649 -0.0235 -0.1673 0.221
C -1.216840 -2.608224 -3.184886 -0.0400 0.0197 0.0240 0.452
C -1.948922 -2.434833 -4.356055 -0.0124 -0.0184 -0.0351 -0.077
C -1.352511 -2.828453 -5.539126 0.0119 -0.0147 0.0295 -0.726
C -0.068390 -3.400048 -5.559127 -0.0079 0.0122 0.0178 -0.797
C 0.643745 -3.601785 -4.392459 -0.0371 -0.0673 -0.0128 -0.281
C 0.046577 -3.190938 -3.204497 0.0879 -0.0299 0.0114 0.562
N 1.505476 -3.182416 0.850742 -0.1154 -0.0808 0.0155 0.506
C 0.710309 -2.107254 4.951533 0.1225 -0.0442 0.0195 0.273
C 1.424048 -2.357693 6.118065 -0.0210 -0.0271 0.0174 -0.133
H 1.405081 -2.059690 8.232359 -0.0085 0.0023 0.0053 0.417
H -0.752043 -0.883995 8.269120 0.0066 -0.0039 0.0050 0.434
H -2.026183 -0.490122 6.168587 0.0074 0.0147 -0.0038 0.630
H 4.058643 -5.255947 3.462528 -0.0023 -0.0118 -0.0020 0.586
H 5.437978 -6.977850 2.301627 0.0003 -0.0030 -0.0036 0.419
H 5.233004 -7.324923 -0.119812 0.0078 0.0036 0.0082 0.421
H 3.651323 -5.961501 -1.473618 -0.0104 -0.0030 0.0051 0.577
H -4.864881 0.143996 3.479665 0.0110 0.0026 -0.0014 0.619
H -6.975911 0.699155 2.297946 -0.0067 0.0008 -0.0106 0.429
H -7.221971 0.276618 -0.112693 -0.0052 0.0013 0.0070 0.430
H -5.361076 -0.718051 -1.427348 -0.0026 0.0087 0.0040 0.618
H -2.939760 -2.001902 -4.339071 0.0127 0.0148 0.0127 0.551
H -1.885209 -2.697571 -6.471953 0.0092 -0.0035 -0.0064 0.454
H 0.364135 -3.691159 -6.507196 -0.0116 -0.0033 -0.0014 0.425
H 1.624965 -4.056639 -4.392020 0.0024 0.0131 -0.0017 0.570
H 2.365972 -2.888147 6.089224 0.0018 0.0104 0.0009 0.595
C 5.014110 3.898793 0.405847 0.0115 -0.0256 0.0249 -1.237
C 4.975277 2.658457 1.218564 0.0024 -0.0561 0.0875 0.979
N 5.926012 2.222593 1.983394 -0.2044 -0.0594 -0.0774 -0.882
N 5.424885 1.063620 2.505238 0.1213 0.0656 0.0585 0.290
C 4.178434 0.772152 2.103691 0.0896 -0.1098 -0.0986 -0.108
S 3.299022 -0.597774 2.486388 -0.0569 -0.1777 0.2705 -0.080
N 3.884559 1.811326 1.279741 -0.2959 0.1639 -0.4098 0.276
N 2.664231 1.922187 0.598312 0.2241 0.4798 0.4243 -0.399
H 5.940798 4.422688 0.622666 0.0149 -0.0034 -0.0116 0.363
H 4.179991 4.560592 0.645352 0.0020 -0.0019 0.0171 0.326
H 4.980031 3.670769 -0.660514 -0.0159 -0.0244 0.0001 0.255
H 5.986288 0.483303 3.105766 -0.0182 0.0503 -0.0109 0.192
H 2.682037 1.331840 -0.231878 0.0898 0.1303 0.0345 0.040
H 2.512145 2.892501 0.358205 0.0709 0.1038 0.0815 0.182
C -1.879618 3.825036 4.419610 0.0351 -0.0264 -0.0256 -1.638
C -1.262188 2.834582 3.478171 -0.0262 0.0401 0.0197 0.725
C -1.828769 2.533576 2.246667 -0.0184 0.0448 0.0247 -1.434
C -1.253617 1.572549 1.439304 0.0764 -0.0807 -0.0241 -0.999
N -0.134274 0.901318 1.754348 -0.3328 -0.2419 0.4166 1.533
C 0.415161 1.204109 2.946086 0.2078 0.0116 -0.1856 -0.408
C -0.099441 2.145895 3.808706 -0.0084 0.0329 0.0310 -1.109
H -2.775678 4.274837 3.996986 0.0021 0.0009 -0.0061 0.372
H -1.173351 4.619389 4.664149 0.0041 -0.0029 -0.0082 0.370
H -2.149175 3.333349 5.355566 -0.0024 -0.0003 -0.0002 0.341
H -2.741649 3.015332 1.919767 0.0002 -0.0010 0.0078 0.437
H -1.721371 1.308937 0.502939 -0.0232 -0.0414 -0.0072 1.137
H 1.320741 0.666484 3.199659 -0.0685 -0.0142 0.0017 -0.144
H 0.401731 2.319077 4.752853 -0.0043 -0.0015 -0.0032 0.522
Br 2.454712 -0.736915 -0.886846 0.1563 -0.6617 -0.5135 -0.481
O -0.451652 0.248533 -0.916065 0.0140 0.0200 -0.1630 1.458
S 0.277390 1.259995 -1.814107 -0.0423 -0.0379 0.2058 0.120
C -0.006843 0.729507 -3.523845 -0.0183 -0.0581 0.0011 -1.559
C -1.305830 1.094341 -4.183033 0.0147 -0.0361 -0.0343 1.246
C -2.536008 0.810503 -3.595817 0.0100 -0.0333 0.0494 0.739
C -3.714373 1.145264 -4.246938 0.0049 0.0305 -0.0243 -1.300
C -3.676667 1.747094 -5.498657 0.0190 -0.0233 0.0195 -0.675
C -2.452800 2.022249 -6.092668 0.0033 -0.0095 0.0243 -0.988
C -1.274567 1.705302 -5.432272 -0.0110 0.0361 0.0045 -0.488
C -0.715547 2.759119 -1.713700 -0.0126 0.0362 -0.0277 -0.844
C -0.154927 3.796947 -2.650895 -0.0555 -0.0074 -0.0571 0.113
C -0.999815 4.411343 -3.568587 -0.0169 0.0141 -0.0279 -0.180
C -0.510145 5.368218 -4.444762 0.0110 -0.0152 0.0074 -0.888
C 0.834494 5.709405 -4.422690 0.0124 -0.0192 0.0348 -0.465
C 1.686032 5.098559 -3.511581 -0.0159 0.0138 -0.0315 -0.914
C 1.192356 4.151114 -2.627206 0.0041 0.0008 0.0579 -0.046
H 0.137329 -0.353576 -3.452665 0.0295 0.0207 0.0064 -0.202
H 0.844451 1.138319 -4.070422 -0.0060 -0.0100 -0.0315 0.821
H -2.576165 0.309652 -2.634966 -0.0068 0.0260 -0.0344 0.303
H -4.665530 0.929335 -3.776835 0.0014 -0.0176 -0.0083 0.475
H -4.596656 1.993005 -6.012426 -0.0020 0.0144 0.0127 0.447
H -2.414252 2.490060 -7.067668 0.0031 -0.0031 0.0001 0.449
H -0.320133 1.944214 -5.887563 -0.0065 -0.0181 -0.0095 0.446
H -0.638425 3.063348 -0.668910 0.0066 -0.0007 0.0235 0.807
H -1.752224 2.522233 -1.949498 -0.0057 0.0200 0.0602 0.601
H -2.046645 4.131389 -3.602386 0.0102 -0.0061 -0.0061 0.443
H -1.179430 5.841889 -5.150824 0.0010 -0.0015 0.0028 0.436
H 1.218112 6.450288 -5.111343 0.0025 -0.0011 0.0047 0.417
H 2.735052 5.362673 -3.488844 0.0020 0.0039 0.0032 0.428
H 1.864029 3.685486 -1.912753 -0.0070 -0.0007 -0.0231 0.463